Below is C27H23N3O9S2Sn as an isolated structure, with properties calculated with ωB97M-V/def2-TZVPD.

Geometry (Å):
O (2.335, -3.134, -2.394)
N (-2.278, 1.180, 1.785)
C (3.026, -0.875, -2.159)
S (-2.901, 3.863, 1.586)
H (7.862, -3.491, 2.937)
C (-2.267, 5.233, -0.656)
C (5.294, -1.935, 1.335)
C (-1.034, 1.068, -2.773)
H (6.319, -4.180, -1.001)
H (3.283, -1.164, 1.045)
H (7.906, -4.781, 0.822)
O (0.752, -1.562, -2.307)
C (-2.036, -0.135, -2.731)
H (6.100, -0.282, -0.840)
C (-2.518, 5.462, 0.825)
O (1.175, -1.012, 0.571)
C (4.919, 1.153, -1.921)
C (-2.840, -0.763, 3.028)
C (-4.036, -1.938, 5.262)
C (-3.115, -2.651, 4.521)
H (-4.004, 0.946, 3.490)
O (-1.644, -0.907, 0.992)
C (6.300, -3.660, -0.051)
C (5.366, -2.637, 0.117)
C (-2.510, -2.077, 3.397)
O (-2.942, -0.212, -3.530)
C (-1.844, 2.925, 0.492)
H (-4.497, -2.401, 6.128)
N (-1.639, 1.686, 0.660)
O (-1.615, -2.823, 2.731)
H (3.525, 2.371, -3.020)
C (7.159, -3.260, 2.143)
C (-3.772, -0.066, 3.794)
O (-1.073, 1.884, -3.672)
H (-1.634, 5.890, 1.299)
H (3.970, -0.844, 2.632)
O (-1.847, -0.953, -1.737)
H (5.660, 1.939, -1.820)
C (4.210, -0.923, 1.573)
H (-3.199, 5.002, -1.173)
H (5.292, -1.691, 4.204)
C (4.232, -1.120, -1.473)
C (3.734, 1.396, -2.599)
H (6.277, -0.424, 3.499)
H (-5.098, -0.076, 5.479)
C (2.797, 0.378, -2.706)
H (-1.329, -2.294, 1.948)
Sn (-0.176, -0.603, -0.611)
H (7.053, -1.815, 4.272)
S (-1.109, 3.849, -0.826)
H (-1.812, 6.105, -1.128)
N (4.485, -2.369, -0.938)
H (-3.369, 6.125, 0.989)
H (4.508, 0.072, 1.225)
C (7.184, -3.984, 0.961)
H (-2.836, -3.663, 4.784)
C (6.213, -1.504, 3.648)
C (6.227, -2.244, 2.335)
C (-4.374, -0.637, 4.902)
H (3.881, -3.104, -1.295)
O (-0.210, 1.126, -1.754)
H (1.851, 0.561, -3.197)
C (1.979, -1.957, -2.291)
C (-2.207, -0.117, 1.841)
C (5.172, -0.091, -1.366)

Properties
LUMO in hartree: 0.1434
Relative energy (zero: lowest compared OMol25 entry of this formula, charge and spin) in kJ/mol: 3.1
HOMO-LUMO gap in Ha: 0.246
Max |F| in Eh/bohr: 0.0139
Total charge: -2